Run i
The following is a DFT calculation (ωB97M-V/def2-TZVPD) of an isolated molecule of C2H2F3NO.

Element x y z (Å)
O: 1.518 0.381 -1.532
N: 0.468 -0.090 -1.734
C: -0.555 0.114 -0.486
F: -1.395 -0.910 -0.640
C: 0.100 -0.009 0.898
F: 0.328 -1.399 1.135
F: -0.599 0.507 1.899
H: -1.120 1.012 -0.643
H: 1.255 0.395 1.103

* net charge: 0
* structure (SMILES): O=N[C@@H](F)C(F)F
* frontier orbital gap: 9.252 eV

***

Run ii
The following is a DFT calculation (ωB97M-V/def2-TZVPD) of a cluster of 2 separate species, C2H2F3NO in total.

Element x y z (Å)
C: 1.360 -0.515 -0.230
C: 1.454 -0.304 2.396
N: 1.326 0.542 0.466
O: 1.103 1.706 0.460
F: 0.220 -0.659 2.582
F: 2.308 -1.366 2.445
F: 1.884 0.552 3.237
H: 1.121 -0.515 -1.241
H: 1.511 -1.414 0.250

* net charge: 0
* frontier orbital gap (spin up / spin down): 9.564 / 9.563 eV

***

Run iii
The following is a DFT calculation (ωB97M-V/def2-TZVPD) of a cluster of 2 separate species, C2H2F3NO in total.

Element x y z (Å)
C: 1.429 0.050 0.037
C: -1.320 0.366 0.010
N: 0.711 -0.969 -0.030
O: 0.566 -2.151 -0.004
F: -1.112 1.091 -1.081
F: -2.386 -0.472 -0.155
F: -1.509 1.120 1.112
H: 2.584 -0.036 0.125
H: 1.037 1.001 -0.013

* net charge: 0
* frontier orbital gap (spin up / spin down): 9.397 / 9.001 eV

***

Which of them is most stable, and which least? Most stable: run i; least stable: run iii.

***

Run i
The following is a DFT calculation (ωB97M-V/def2-TZVPD) of an isolated molecule of C5H10Si.

Element x y z (Å)
C: -0.142 2.672 -0.226
C: -0.187 1.653 0.339
C: -0.423 0.506 1.182
C: -0.234 -0.910 0.501
C: 1.089 -1.288 -0.227
Si: 0.395 -1.332 -1.932
H: -0.425 3.519 -0.770
H: -0.099 0.521 2.199
H: -1.436 0.600 1.311
H: -0.579 -1.568 1.251
H: -1.115 -0.942 -0.089
H: 1.946 -0.665 0.035
H: 1.328 -2.340 0.046
H: -0.457 -2.412 -2.021
H: 0.972 -1.783 -3.330
H: -0.925 -0.557 -1.858

* net charge: 0
* structure (SMILES): C#CCCC[SiH3]
* frontier orbital gap: 10.938 eV

***

Run ii
The following is a DFT calculation (ωB97M-V/def2-TZVPD) of a cluster of 2 separate species, C5H10Si in total.

Element x y z (Å)
C: 2.717 1.819 0.178
C: 1.866 0.959 -0.024
C: -2.754 1.329 -0.928
C: 0.923 -1.982 -0.911
C: -0.371 -0.286 1.694
Si: 0.485 -0.245 -0.043
H: 3.296 2.598 -0.173
H: -2.400 2.198 -1.449
H: -2.484 0.342 -1.358
H: -2.875 1.240 0.142
H: 0.452 -1.983 -1.940
H: 1.959 -2.198 -0.974
H: 0.686 -2.851 -0.278
H: 0.105 -1.048 2.423
H: -0.290 0.673 2.184
H: -1.315 -0.566 1.457

* net charge: 0
* frontier orbital gap (spin up / spin down): 8.471 / 7.274 eV

***

Which of them is most stable, and which least? Most stable: run i; least stable: run ii.

***

Run i
The following is a DFT calculation (ωB97M-V/def2-TZVPD) of a structure of composition C24H40GeMnN3S.

Element x y z (Å)
Mn: 0.696 0.628 -0.531
C: 2.236 2.633 1.157
C: 1.302 2.008 2.193
N: 0.701 0.746 1.712
C: -0.687 0.530 2.149
C: -1.653 1.593 1.636
S: -1.415 2.140 -0.093
C: -0.576 3.752 0.114
C: 0.806 3.807 -0.533
N: 1.663 2.663 -0.201
H: 3.148 2.037 1.101
H: 2.519 3.637 1.492
H: 0.498 2.694 2.444
H: 1.865 1.851 3.116
H: 1.262 -0.040 2.025
H: -0.774 0.498 3.242
H: -0.984 -0.447 1.767
H: -1.636 2.493 2.248
H: -2.668 1.198 1.699
H: -0.537 3.974 1.178
H: -1.209 4.511 -0.343
H: 1.277 4.757 -0.257
H: 0.686 3.808 -1.618
H: 2.441 2.654 -0.853
C: -0.114 -3.154 0.956
C: -0.583 -4.409 0.224
C: -1.961 -4.307 -0.419
C: -2.084 -3.332 -1.603
Ge: -2.377 -1.429 -1.177
C: -3.710 -1.200 0.269
C: -4.658 -0.011 0.117
C: -5.592 -0.139 -1.081
C: -6.542 1.044 -1.209
H: 0.763 -3.369 1.569
H: -0.901 -2.782 1.621
H: 0.156 -2.359 0.256
H: -0.606 -5.242 0.930
H: 0.153 -4.681 -0.539
H: -2.700 -4.063 0.353
H: -2.231 -5.302 -0.782
H: -2.958 -3.606 -2.200
H: -1.228 -3.420 -2.273
H: -1.003 -0.748 -0.775
H: -3.165 -1.158 1.220
H: -4.289 -2.127 0.292
H: -4.096 0.925 0.020
H: -5.263 0.084 1.025
H: -6.164 -1.067 -0.989
H: -4.995 -0.234 -1.995
H: -7.171 1.140 -0.322
H: -7.199 0.936 -2.071
H: -5.988 1.978 -1.327
N: 8.788 1.455 1.049
C: 7.742 1.157 0.682
C: 6.432 0.785 0.222
C: 5.901 1.376 -0.922
C: 4.630 1.034 -1.351
C: 3.868 0.098 -0.644
C: 4.419 -0.500 0.494
C: 5.690 -0.166 0.921
C: 2.501 -0.172 -1.033
C: 1.606 -0.755 -1.727
H: 6.490 2.097 -1.474
H: 4.227 1.476 -2.254
H: 3.848 -1.244 1.035
H: 6.117 -0.638 1.796
C: 1.373 -1.812 -2.741
H: 0.896 -2.671 -2.267
H: 2.309 -2.149 -3.189
H: 0.707 -1.465 -3.530

* net charge: +1
* frontier orbital gap (spin up / spin down): 7.402 / 6.810 eV
* multiplicity: 6

***

Run ii
The following is a DFT calculation (ωB97M-V/def2-TZVPD) of a structure of composition C24H40GeMnN3S.

Element x y z (Å)
Mn: 0.744 -0.514 1.137
C: 0.508 2.055 2.872
C: 0.084 0.880 3.762
N: 0.899 -0.289 3.420
C: 2.230 -0.247 4.042
C: 3.277 -0.893 3.143
S: 3.050 -0.415 1.399
C: 3.296 1.401 1.492
C: 2.070 2.167 1.008
N: 0.811 1.589 1.500
H: 1.405 2.517 3.289
H: -0.282 2.810 2.871
H: -0.961 0.628 3.561
H: 0.186 1.164 4.818
H: 0.408 -1.107 3.780
H: 2.240 -0.755 5.013
H: 2.495 0.797 4.219
H: 3.183 -1.978 3.139
H: 4.287 -0.623 3.445
H: 4.152 1.645 0.861
H: 3.549 1.636 2.523
H: 2.060 2.141 -0.089
H: 2.168 3.221 1.299
H: 0.068 1.939 0.887
C: 0.779 -3.408 -2.688
C: 2.113 -3.195 -3.388
C: 2.402 -1.724 -3.670
C: 2.781 -0.924 -2.432
Ge: 1.273 0.058 -1.392
C: -0.543 0.377 -2.349
C: -0.626 1.691 -3.099
C: 0.445 1.790 -4.183
C: 0.551 3.177 -4.802
H: 0.591 -4.469 -2.549
H: -0.030 -2.989 -3.285
H: 0.773 -2.930 -1.707
H: 2.104 -3.726 -4.342
H: 2.923 -3.617 -2.789
H: 1.544 -1.274 -4.174
H: 3.247 -1.663 -4.361
H: 3.466 -0.122 -2.714
H: 3.293 -1.550 -1.701
H: 0.611 -1.186 -0.289
H: -1.306 0.307 -1.568
H: -0.662 -0.468 -3.026
H: -0.515 2.529 -2.404
H: -1.616 1.783 -3.552
H: 0.230 1.056 -4.961
H: 1.412 1.524 -3.734
H: -0.388 3.467 -5.265
H: 1.325 3.184 -5.565
H: 0.808 3.919 -4.048
N: -9.055 0.537 1.611
C: -7.921 0.387 1.552
C: -6.521 0.201 1.488
C: -5.998 -1.068 1.214
C: -4.637 -1.254 1.156
C: -3.770 -0.173 1.373
C: -4.299 1.095 1.654
C: -5.662 1.282 1.711
C: -2.378 -0.367 1.321
C: -1.164 -0.549 1.301
H: -6.670 -1.895 1.050
H: -4.219 -2.228 0.946
H: -3.626 1.923 1.826
H: -6.071 2.255 1.927
C: 0.729 -2.576 1.583
H: 0.776 -2.833 2.646
H: 1.660 -2.944 1.127
H: -0.082 -3.178 1.163

* net charge: +1
* frontier orbital gap (spin up / spin down): 7.462 / 5.986 eV
* multiplicity: 6

***

Which of them is most stable, and which least? Most stable: run i; least stable: run ii.

***

Run i
The following is a DFT calculation (ωB97M-V/def2-TZVPD) of a structure of composition C2HFN2O.

Element x y z (Å)
C: 0.931 -0.069 -0.328
C: -0.939 0.309 0.357
H: -1.816 0.722 1.023
N: 0.353 -1.174 -0.514
N: -0.922 -0.941 0.006
O: 0.208 0.998 0.118
F: 2.185 0.156 -0.662

* net charge: 0
* frontier orbital gap: 11.573 eV

***

Run ii
The following is a DFT calculation (ωB97M-V/def2-TZVPD) of an isolated molecule of C2HFN2O.

Element x y z (Å)
F: 1.549 -0.509 1.107
C: 0.476 -0.162 0.422
C: -0.061 -0.913 -0.644
N: -1.063 -0.231 -1.136
O: -1.078 0.964 -0.436
N: -0.079 0.979 0.531
H: 0.191 -1.915 -0.912

* net charge: 0
* structure (SMILES): Fc1cnon1
* frontier orbital gap: 11.923 eV

***

Which of them is most stable, and which least? Most stable: run i; least stable: run ii.

***

Run i
The following is a DFT calculation (ωB97M-V/def2-TZVPD) of a cluster of 2 separate species, CHCl2NO2 in total.

Element x y z (Å)
C: 0.071 0.447 0.812
N: 0.073 -0.725 -0.971
O: -0.346 -1.856 -0.882
O: 0.530 -0.136 -1.922
Cl: -1.529 0.473 1.372
Cl: 0.522 1.821 -0.078
H: 0.679 -0.025 1.669

* net charge: 0
* frontier orbital gap (spin up / spin down): 8.921 / 8.920 eV

***

Run ii
The following is a DFT calculation (ωB97M-V/def2-TZVPD) of a cluster of 2 separate species, CHCl2NO2 in total.

Element x y z (Å)
Cl: -2.600 1.205 -0.740
N: -1.886 0.010 0.315
Cl: -3.005 -0.494 1.552
H: -1.132 0.495 0.807
O: 0.989 -0.743 -0.055
C: 0.450 -1.461 -0.766
O: -0.077 -2.179 -1.480

* net charge: 0
* structure (SMILES): ClNCl.O=C=O
* frontier orbital gap: 10.063 eV

***

Which of them is most stable, and which least? Most stable: run ii; least stable: run i.